Density functional theory data (ωB97M-V/def2-TZVPD) for a cluster of 5 separate species, C32H72BrN4 in total.

The geometry in XYZ format:
```
109
Properties=species:S:1:pos:R:3:lowdin_charge:R:1
C 4.59590 -2.77018 0.29328 -0.084
C 3.30636 -3.53812 0.59504 -0.213
C 2.28889 -2.58413 1.21204 -0.149
N 1.00446 -3.17940 1.71597 -0.249
C 0.19813 -2.10071 2.38250 0.009
C 0.20813 -3.85658 0.60526 -0.080
C -0.74701 -4.79492 1.33566 -0.143
C -0.14049 -5.08659 2.71191 -0.121
C 1.15443 -4.29345 2.73401 -0.098
H 5.23553 -3.35949 -0.36306 0.084
H 5.20231 -2.52198 1.16669 0.085
H 4.46517 -1.80413 -0.20126 0.081
H 3.53673 -4.32415 1.31391 0.106
H 2.95626 -3.98743 -0.33282 0.105
H 1.96043 -1.81472 0.51216 0.063
H 2.78415 -2.04591 2.02151 0.130
H -0.77583 -2.51709 2.63497 0.112
H 0.04800 -1.21965 1.75240 0.053
H 0.76855 -1.86358 3.27491 0.080
H -0.24538 -3.04650 0.03846 0.130
H 0.85254 -4.45399 -0.03448 0.127
H -1.74113 -4.34695 1.38449 0.116
H -0.91766 -5.68743 0.73335 0.124
H -0.83247 -4.77018 3.48676 0.120
H 0.15753 -6.12297 2.85402 0.129
H 1.35471 -3.85107 3.71325 0.134
H 2.06753 -4.86414 2.57816 0.128
C -1.93378 5.82760 -4.56839 -0.088
C -1.45482 5.09325 -3.31905 -0.229
C -2.45551 3.99793 -3.00254 -0.095
N -1.98676 3.02057 -1.87812 -0.236
C -1.26426 1.88505 -2.51422 -0.031
C -3.21563 2.51405 -1.10376 -0.087
C -3.23544 3.40522 0.10388 -0.149
C -1.75628 3.40474 0.46233 -0.186
C -1.04625 3.65225 -0.83998 -0.109
H -1.15962 6.49152 -4.96255 0.088
H -2.85698 6.38519 -4.44014 0.088
H -2.02042 5.17922 -5.44870 0.081
H -1.39829 5.83741 -2.52567 0.111
H -0.46138 4.66481 -3.45512 0.122
H -2.56350 3.29512 -3.82510 0.125
H -3.42403 4.35361 -2.66231 0.136
H -1.99201 1.24842 -3.01941 0.099
H -0.71346 1.32114 -1.76509 0.032
H -0.55847 2.24656 -3.26067 0.111
H -2.99189 1.50618 -0.75661 0.136
H -4.05258 2.51226 -1.79644 0.136
H -3.76648 3.04697 0.98687 0.129
H -3.58298 4.43595 0.00291 0.130
H -1.46202 2.51232 1.02312 0.085
H -1.57631 4.17457 1.21953 0.127
H -0.04120 3.24800 -0.93069 0.067
H -0.99758 4.73193 -0.96041 0.118
C 1.05795 -1.09066 -2.65783 -0.134
C 0.73715 -2.17647 -3.70322 -0.204
C -0.72520 -2.10605 -4.19261 -0.134
N -0.82732 -2.53112 -5.62634 -0.251
C -0.16379 -3.84596 -5.88973 0.009
C -0.41685 -1.45639 -6.65458 -0.066
C -1.70894 -0.95312 -7.28511 -0.149
C -2.51355 -2.21288 -7.36500 -0.153
C -2.34248 -2.76499 -5.96373 -0.077
H 1.15805 -0.08484 -3.07158 0.071
H 2.10036 -1.21982 -2.34651 0.073
H 0.44666 -1.12054 -1.75871 0.024
H 0.86679 -3.14604 -3.22900 0.109
H 1.43887 -1.96908 -4.50840 0.115
H -1.19783 -1.11924 -4.15212 0.121
H -1.42273 -2.66549 -3.56543 0.137
H -0.34686 -4.59251 -5.12478 0.119
H 0.90398 -3.68311 -6.03259 0.110
H -0.50546 -4.20489 -6.85993 0.114
H 0.21599 -1.98584 -7.36137 0.138
H 0.08979 -0.62159 -6.17552 0.135
H -1.60950 -0.45015 -8.24781 0.138
H -2.13178 -0.17433 -6.64343 0.122
H -2.13368 -2.92034 -8.10750 0.131
H -3.56953 -2.16739 -7.63893 0.139
H -2.52035 -3.83548 -5.93529 0.134
H -2.86378 -2.19930 -5.19671 0.128
C 1.32894 4.93097 7.28168 -0.077
C 0.98264 3.43578 7.30010 -0.229
C 0.86321 2.99493 5.85780 -0.131
N 0.77309 1.48746 5.64802 -0.255
C -0.43136 0.90652 6.35588 0.031
C 0.72730 1.06164 4.18747 -0.108
C 2.13165 0.52969 3.89542 -0.169
C 2.42462 -0.17876 5.21909 -0.160
C 2.00711 0.82352 6.27244 -0.087
H 1.29015 5.40360 8.25693 0.088
H 0.73835 5.50140 6.56317 0.084
H 2.34808 4.99684 6.88618 0.086
H 0.01711 3.32354 7.80042 0.116
H 1.71892 2.89442 7.89225 0.117
H 1.70598 3.28855 5.23162 0.143
H -0.04938 3.38914 5.40993 0.140
H -1.29478 1.43416 5.95133 0.118
H -0.30468 1.13156 7.40922 0.103
H -0.52631 -0.15109 6.13808 0.109
H 0.00036 0.25911 4.10226 0.109
H 0.42034 1.92050 3.59544 0.122
H 2.24783 -0.03282 2.97559 0.046
H 2.81863 1.37440 3.79212 0.129
H 1.85818 -1.11690 5.30495 0.110
H 3.46201 -0.51360 5.25155 0.131
H 1.77222 0.47296 7.26823 0.137
H 2.84524 1.52198 6.26124 0.143
Br 1.33078 1.02175 0.30258 -0.238
```

Results
Net charge ... +3
HOMO energy ... -14.28 eV
E_LUMO ... -0.2243 Eh
Energy above the lowest of the compared OMol25 structures with the same formula, charge and spin ... 0.837 eV